1.
DFT (ωB97M-V/def2-TZVPD) results for a molecular structure, C35H47HgN7OS5 in a non-equilibrium geometry.

Each line ends with the Löwdin spin population.
CARTESIAN COORDINATES (ANGSTROEM)
Hg (-0.9127, 1.9106, -0.1948)  0.37
C (1.2258, -1.4946, 5.4436)  0.00
C (1.6897, -2.1919, 4.1758)  0.00
S (0.4416, -2.7712, 3.0399)  0.00
C (-0.5148, -1.4090, 2.3227)  0.01
C (-1.6560, -0.7346, 3.1371)  0.00
S (-2.8653, -1.9156, 3.8129)  0.00
C (-2.8118, -1.4201, 5.5242)  0.00
C (-1.4786, -1.0860, 6.2422)  0.00
S (-0.2167, -2.3672, 6.2333)  0.00
H (0.9634, -0.4057, 5.2775)  0.00
H (2.0232, -1.3644, 6.1793)  0.00
H (2.2065, -3.0810, 4.5006)  0.00
H (2.5109, -1.6471, 3.6846)  0.00
H (-1.0231, -1.8131, 1.4563)  0.00
H (0.2145, -0.7039, 1.9354)  0.01
H (-2.1536, -0.0354, 2.5159)  0.00
H (-1.1691, -0.1648, 3.8687)  0.00
H (-3.3370, -2.1718, 6.1239)  0.00
H (-3.4827, -0.5505, 5.6924)  0.00
H (-1.7353, -0.8352, 7.2717)  0.00
H (-1.0757, -0.2239, 5.7474)  0.00
C (-4.6080, 6.5358, 0.9617)  0.00
O (-4.0433, 5.2629, 1.5753)  0.02
C (-3.2187, 4.6144, 0.8289)  0.02
S (-2.0510, 5.2054, -0.1886)  0.01
S (-3.5132, 2.8304, 0.9064)  0.20
H (-5.2861, 6.8877, 1.6738)  0.00
H (-5.1556, 6.1746, 0.0431)  0.00
H (-3.8388, 7.2551, 0.6989)  0.00
C (-4.2965, -1.0757, -1.7433)  0.00
C (-3.8603, -0.6497, -0.4587)  0.00
N (-2.5764, -0.7899, -0.0798)  0.01
C (-1.7293, -1.4108, -0.9547)  0.00
C (-2.1021, -1.8878, -2.1703)  0.00
C (-3.3904, -1.5954, -2.6166)  0.00
C (-1.2974, -2.5532, -3.1762)  0.00
C (-0.4596, -3.5899, -3.0243)  0.00
C (-0.2302, -4.3030, -1.8059)  0.00
C (1.0282, -4.6405, -1.4032)  0.00
C (1.1630, -5.3736, -0.2308)  0.00
N (0.1307, -5.8484, 0.4406)  0.00
C (-1.0558, -5.4242, -0.0171)  0.00
N (-1.3297, -4.6868, -1.0573)  0.00
H (-5.3568, -1.0817, -1.9960)  0.00
H (-4.4705, -0.1759, 0.3164)  0.00
H (-0.6609, -1.4652, -0.6403)  0.00
H (-3.7808, -2.0050, -3.5091)  0.00
H (-1.4051, -2.1087, -4.1474)  0.00
H (0.1802, -3.8559, -3.8248)  0.00
H (1.9154, -4.3539, -1.9551)  0.00
H (2.1444, -5.6013, 0.1582)  0.00
H (-1.8706, -5.7065, 0.6784)  0.00
N (1.6413, 3.1274, 0.7844)  0.04
C (2.8737, 3.5518, 1.1681)  0.00
C (3.6633, 2.7556, 2.0408)  0.00
N (4.7862, 3.1878, 2.5982)  0.00
C (5.1508, 4.4087, 2.2376)  0.00
C (4.4142, 5.1500, 1.3158)  0.00
N (3.2790, 4.7662, 0.7500)  0.00
H (1.5560, 2.1303, 0.7421)  0.03
H (1.2171, 3.6847, 0.0282)  0.01
H (3.4190, 1.7563, 2.2456)  0.00
H (6.1148, 4.7448, 2.6451)  0.00
H (4.7782, 6.1425, 1.0187)  0.00
C (3.1680, -1.6576, -4.6336)  0.00
C (2.6218, -1.2566, -3.2841)  0.00
C (3.0889, -1.8711, -2.0773)  0.00
C (2.5570, -1.4380, -0.8815)  0.00
C (2.8777, -2.1862, 0.3983)  0.00
C (1.6557, -0.4148, -0.8621)  0.01
C (1.0906, 0.1955, -1.9967)  0.01
C (1.7135, -0.2526, -3.2147)  0.00
N (0.1447, 1.1954, -1.9720)  0.19
C (-0.3781, 1.8696, -3.2101)  0.01
C (-1.1308, 0.7470, -4.0378)  0.00
C (-1.5136, 2.9188, -2.8970)  0.01
C (0.7077, 2.7849, -3.9065)  0.00
H (2.2979, -1.7552, -5.2855)  0.00
H (3.8914, -2.5251, -4.6159)  0.00
H (3.8116, -0.8100, -5.1639)  0.00
H (3.7623, -2.6624, -2.1354)  0.00
H (3.0440, -1.4747, 1.2262)  0.00
H (3.8147, -2.8225, 0.3487)  0.00
H (2.0433, -2.7323, 0.7819)  0.00
H (1.3342, 0.0223, 0.1222)  0.01
H (1.3789, 0.3185, -4.1041)  0.00
H (-1.9372, 0.4067, -3.4301)  0.00
H (-0.5553, -0.1785, -4.3864)  0.00
H (-1.5900, 1.2246, -4.9010)  0.00
H (-2.2397, 2.5809, -2.1744)  0.00
H (-2.1555, 3.1262, -3.8212)  0.00
H (-1.1837, 3.8985, -2.5805)  0.00
H (1.7027, 2.2912, -4.1468)  0.00
H (0.7923, 3.6164, -3.2041)  0.00
H (0.4737, 3.3283, -4.8015)  0.00

Computed properties:
energy relative to the best compared isomer or geometry (same formula, charge and spin)	240.8	kJ/mol
HOMO-LUMO gap (alpha / beta)	5.42 / 6.61	eV
HOMO level (alpha / beta)	-3.305 / -4.510	eV
2S+1	2
net charge	-1

***

2.
DFT (ωB97M-V/def2-TZVPD) results for a molecular structure, C6H9CrO4 in a non-equilibrium geometry.

Each line ends with the Löwdin spin population.
CARTESIAN COORDINATES (ANGSTROEM)
O (4.3256, 0.9281, 0.4649)  0.09
C (3.1075, 0.6131, 0.5690)  0.05
O (2.7553, -0.3902, 1.2476)  0.08
O (2.2462, 1.2821, -0.1820)  0.01
C (0.9152, 0.7833, -0.3822)  0.00
Cr (4.6596, -0.6281, 1.7315)  4.77
H (0.9725, -0.3023, -0.2254)  0.00
H (0.6594, 1.2701, -1.3336)  0.00
C (-0.1692, 1.3311, 0.6900)  0.00
C (-1.4746, 0.7211, 0.3284)  0.00
H (-0.2146, 2.4264, 0.5949)  0.00
H (0.1511, 0.9979, 1.6880)  0.00
H (-2.1639, 0.5923, 1.1704)  0.00
C (-1.6025, -0.1290, -0.7205)  0.00
C (-2.5172, -1.3170, -0.6958)  0.00
O (-1.7969, -2.4695, -1.1066)  0.00
H (-1.1768, 0.1184, -1.6981)  0.00
H (-3.3677, -1.1389, -1.3767)  0.00
H (-2.9271, -1.4579, 0.3187)  0.00
H (-2.3820, -3.2312, -1.0825)  0.00

Computed properties:
HOMO-LUMO gap (alpha / beta)	6.22 / 8.93	eV
HOMO level (alpha / beta)	-6.624 / -9.111	eV
2S+1	6

***

3.
DFT (ωB97M-V/def2-TZVPD) results for a molecular structure, C25H51AlBr3Cl3F6N3O14PS in a non-equilibrium geometry.

Each line ends with the Löwdin spin population.
CARTESIAN COORDINATES (ANGSTROEM)
C (0.4136, 3.3707, 3.7386)  0.00
N (0.1306, 3.3709, 2.3106)  0.00
C (-0.9613, 2.5447, 1.9541)  0.00
O (-1.3187, 2.7563, 0.6035)  0.00
P (-2.5042, 1.9020, -0.0518)  0.00
O (-3.6139, 2.7034, -0.5340)  0.00
O (-2.9826, 0.8387, 1.0407)  0.00
O (-1.7971, 1.0633, -1.2100)  0.00
O (-0.6458, 0.3981, -0.6076)  0.00
C (-0.8400, -1.0235, -0.6912)  0.00
C (0.2675, -1.6629, 0.1518)  0.00
C (1.6025, -1.5980, -0.5933)  0.00
O (0.4436, -1.0115, 1.4167)  0.00
H (1.1749, 2.6469, 4.0399)  0.00
H (0.7426, 4.3593, 4.0608)  0.00
H (-0.4861, 3.1719, 4.3671)  0.00
H (0.9538, 3.1689, 1.7615)  0.00
H (-1.8335, 2.8589, 2.5711)  0.00
H (-0.7641, 1.4643, 2.1012)  0.00
H (-2.3049, 0.1853, 1.2600)  0.00
H (-1.8475, -1.3159, -0.3874)  0.00
H (-0.6743, -1.3084, -1.7289)  0.00
H (0.0006, -2.7041, 0.3505)  0.00
H (1.7217, -2.5053, -1.1849)  0.00
H (2.4190, -1.5022, 0.1163)  0.00
H (1.6111, -0.7553, -1.2812)  0.00
H (-0.3254, -1.2049, 1.9669)  0.00
C (-6.0749, -0.4764, 1.1157)  0.00
Cl (-7.4913, -0.2407, 0.0997)  0.00
Cl (-5.0674, -1.8230, 0.5479)  0.00
H (-5.4773, 0.4264, 1.0904)  0.00
H (-6.4053, -0.7041, 2.1224)  0.00
Al (-2.2899, 2.0823, 4.6805)  0.00
C (-1.7240, -0.1259, -4.0757)  0.00
C (-2.1268, -0.6437, -5.4367)  0.00
O (-1.0296, -0.5514, -6.3655)  0.00
C (-0.1196, -1.5043, -6.2883)  0.00
O (-0.0977, -2.4290, -5.5297)  0.00
C (0.9540, -1.2754, -7.3723)  0.00
F (1.3302, 0.0056, -7.4110)  0.00
F (0.4640, -1.6062, -8.5677)  0.00
F (2.0216, -2.0196, -7.1290)  0.00
H (-1.3312, 0.8873, -4.1527)  0.00
H (-2.5812, -0.1195, -3.4041)  0.00
H (-0.9440, -0.7492, -3.6382)  0.00
H (-2.9191, -0.0302, -5.8549)  0.00
H (-2.4893, -1.6696, -5.3850)  0.00
C (2.0693, 0.8379, -10.6532)  0.00
C (3.2519, 1.6218, -10.0982)  0.00
C (3.3360, 3.0480, -10.6549)  0.00
C (3.4958, 3.0491, -12.1074)  0.00
N (3.6345, 3.0359, -13.2541)  0.00
H (2.1461, 0.7133, -11.7338)  0.00
H (2.0277, -0.1560, -10.2099)  0.00
H (1.1259, 1.3429, -10.4351)  0.00
H (4.1795, 1.0927, -10.3225)  0.00
H (3.1733, 1.6800, -9.0108)  0.00
H (4.1827, 3.5807, -10.2212)  0.00
H (2.4304, 3.6062, -10.4111)  0.00
C (4.8739, 5.8950, 1.5239)  0.01
F (4.1342, 6.5506, 0.6518)  0.00
F (5.5870, 4.9680, 0.9182)  0.00
F (5.6512, 6.7215, 2.1851)  0.00
S (3.7538, 5.0634, 2.7205)  0.06
O (2.9194, 4.1711, 1.9496)  -0.31
O (2.9893, 6.1099, 3.3711)  -0.40
O (4.6053, 4.3590, 3.6570)  -0.36
O (7.7554, 3.9678, 3.2560)  0.00
H (6.8280, 3.7155, 3.2457)  0.00
H (8.1744, 3.3228, 3.8332)  0.00
C (-3.1429, 3.6024, -7.0629)  0.00
Br (-1.3961, 3.2346, -7.7766)  0.00
Br (-4.5267, 3.2146, -8.3350)  0.00
Br (-3.4166, 2.6557, -5.4090)  0.00
H (-3.1934, 4.6577, -6.8413)  0.00
C (1.0483, -4.4589, 4.4718)  0.00
C (0.5710, -3.1350, 5.0912)  0.04
C (0.4033, -3.2945, 6.6054)  0.02
C (-0.8060, -4.1570, 6.9681)  0.00
C (-2.0808, -3.5817, 6.3520)  0.02
C (-1.9831, -3.3905, 4.8395)  0.03
N (-0.7225, -2.6422, 4.5037)  0.41
O (-0.8618, -1.3679, 4.7196)  0.49
C (-2.0581, -4.7512, 4.1219)  0.00
C (-3.1750, -2.5904, 4.3262)  0.00
C (1.6643, -2.1241, 4.7632)  0.11
H (1.9915, -4.7412, 4.9386)  0.00
H (0.3820, -5.3010, 4.6096)  0.00
H (1.2286, -4.3466, 3.4014)  0.00
H (0.2850, -2.3054, 7.0618)  0.00
H (1.3188, -3.7172, 7.0180)  0.00
H (-0.6483, -5.1829, 6.6292)  0.00
H (-0.9088, -4.2120, 8.0519)  0.00
H (-2.9358, -4.2226, 6.5710)  0.00
H (-2.2894, -2.6150, 6.8238)  0.00
H (-1.7759, -4.6577, 3.0726)  0.00
H (-3.0840, -5.1149, 4.1569)  0.00
H (-1.4598, -5.5323, 4.5791)  0.00
H (-3.2786, -1.6303, 4.8318)  0.00
H (-4.0856, -3.1573, 4.5052)  0.00
H (-3.0916, -2.4139, 3.2523)  0.00
H (1.7783, -1.9828, 3.6883)  0.01
H (2.6601, -2.5385, 5.1271)  0.03
H (1.4898, -1.1524, 5.2116)  0.00
Cl (3.7202, -1.9216, 6.6619)  0.83
O (-2.0287, -0.1328, 8.6258)  0.00
H (-1.3495, -0.3934, 9.2567)  0.00
H (-1.7501, -0.5421, 7.8002)  0.00

Computed properties:
HOMO-LUMO gap (alpha / beta)	3.93 / 5.96	eV
HOMO level (alpha / beta)	-11.653 / -11.653	eV
2S+1	2
net charge	+1